Formula: C3H8N2OS
Source: the OMol25 dataset
Level of theory: ωB97M-V/def2-TZVPD

Each line ends with the Mulliken charge.
Element x y z (Å)
C: 1.73 -1.13 -0.57  -0.824
C: -0.65 -0.57 -0.06  0.397
C: -0.06 2.04 0.50  -0.742
H: 2.51 -1.33 0.11  0.352
H: 1.91 -0.22 -1.15  0.288
H: 1.58 -1.92 -1.32  0.295
H: 0.42 -1.73 1.00  0.299
H: 0.13 3.07 0.08  0.300
H: -0.81 2.13 1.27  0.265
H: 0.83 1.66 0.96  0.301
H: -2.81 0.10 -0.41  0.318
N: 0.59 -0.89 0.40  -0.256
N: -1.64 -1.36 0.13  -0.414
O: -2.93 -0.85 -0.17  -0.330
S: -0.78 1.00 -0.79  -0.250

Computed properties:
structure (SMILES)	CN/C(=N/O)SC
HOMO level	-8.81	eV
energy relative to the best compared isomer or geometry (same formula, charge and spin)	3.0465	eV
E_LUMO	0.7	eV
gap between HOMO and LUMO	9.5	eV